Entry 1:
9
Properties=species:S:1:pos:R:3:mulliken_charge:R:1 method="wB97M-V/def2-TZVPD" lumo_energy_ev=3.4 de_lowest_kcal_mol=66.69 e_tot_ev=-42532.7436 charge=-1 homo_energy_ev=-3.76
H -1.20218 2.17096 0.35502 0.20
Cl 1.45346 -2.36357 -0.00606 -0.09
O -1.50783 -1.14379 0.72558 -0.57
O 0.60395 0.26014 0.83886 -0.56
Cl 2.51131 -0.19452 -1.48641 -0.11
C 2.47241 -1.00140 0.07609 0.01
S -0.59552 -0.21196 0.08583 0.49
H -2.13429 1.18791 -0.73066 0.18
N -1.60130 1.29624 0.14174 -0.57

=====

Entry 2:
25
Properties=species:S:1:pos:R:3:mulliken_charge:R:1 method="wB97M-V/def2-TZVPD" lumo_energy_ev=-3.2 de_lowest_kcal_mol=58.83 e_tot_ev=-13088.1562 charge=+1 homo_energy_ev=-13.21
H 2.06151 -2.16659 0.25472 0.34
C 2.72075 -1.34965 0.58555 -1.29
H -5.11714 0.63622 0.67006 0.28
C -1.52331 -0.28788 -0.35531 0.31
C -0.03824 -0.72383 -0.75067 -0.35
H 2.27536 -1.02952 1.52615 0.39
C -3.20789 1.33735 0.19760 -0.58
H -4.40778 -1.80420 0.16306 0.40
H 2.81925 1.79364 0.96972 0.48
C -3.67957 -1.00285 0.08073 -0.23
H 3.70148 -1.65517 0.76567 0.44
H 4.05616 0.74151 0.34502 0.37
H -1.23894 1.85920 -0.38300 0.46
H 3.15496 1.86842 -0.60414 0.45
C 3.08571 1.13393 0.13881 -1.52
H 0.88000 0.91080 0.25664 0.50
N -2.40511 -1.30327 -0.15549 -0.44
O 1.03336 0.28307 -0.53691 -0.15
H -0.19680 -0.82538 -1.79783 0.26
H 2.99439 -0.29174 -1.38398 0.24
H 0.07317 -1.66394 -0.22815 0.34
H -3.49953 2.29447 0.42618 0.49
C -4.09164 0.30117 0.31786 -0.24
C 2.44612 -0.11958 -0.37070 0.45
C -1.89629 1.06383 -0.13159 -0.39

=====

Entry 3:
105
Properties=species:S:1:pos:R:3:mulliken_charge:R:1 method="wB97M-V/def2-TZVPD" lumo_energy_ev="-2.0 / -5.2" de_lowest_kcal_mol=0.00 spin_multiplicity=4 e_tot_ev=-232907.0628 charge=+1 homo_energy_ev="-10.03 / -10.76"
H 4.02651 2.57984 -4.28208 0.31
H -4.01000 2.09617 -3.80625 0.46
H -3.23994 -2.60563 3.72008 0.02
O 3.39528 0.21716 2.88572 -0.71
H -3.70581 -0.31477 -3.34253 0.46
C 0.86217 -3.92793 4.44555 0.60
C -2.13818 -4.56654 0.78341 -1.25
H -1.99770 4.66851 3.46571 0.46
H 0.61196 3.76058 1.35545 0.63
N 2.11863 -1.68183 3.86733 -0.65
H 7.14989 -1.41582 -0.96456 0.45
H -2.16979 -4.03219 3.64091 0.25
H -0.44830 3.07078 0.11616 0.30
C -4.34352 0.35094 5.32040 -1.08
H 0.74692 2.03949 0.95651 0.01
Ge -2.56594 0.25756 1.52580 -2.22
C 0.69195 3.43920 -4.54733 -1.76
H 4.32079 -4.52012 -1.73984 0.45
H 0.87782 4.09931 -5.39572 0.48
F -0.15915 -4.44164 5.13001 -0.22
C -3.79591 0.56842 2.98164 0.87
C -5.01991 1.20141 2.75462 -0.58
C -5.56108 0.97953 5.08748 -0.60
F 3.26877 -1.22040 0.27113 -0.03
C 0.43838 0.53025 -3.51384 -2.84
H -3.14796 -1.07724 -1.07053 0.41
F 2.12428 -2.85087 1.12521 -0.20
C -3.76580 1.76287 -2.80599 -0.60
H 5.85687 0.12564 -2.39180 0.43
H 0.51971 2.38144 4.29841 0.56
C -3.27536 -0.01970 -1.26530 -0.17
H -3.33592 3.50991 3.44732 0.30
H 4.12755 0.15351 -4.41455 0.45
H -3.02741 -5.19279 0.84595 0.53
C -3.59034 0.40964 -2.54640 -0.83
H -0.47158 1.10911 -3.66170 0.53
C 1.61278 1.47132 -3.22560 2.13
N 0.51309 -1.71180 -2.54584 -0.97
H 1.91063 2.68181 -1.69889 0.52
F 1.99450 -4.42721 4.89282 -0.22
C -5.90052 1.39930 3.80697 -0.68
H -3.25058 2.99065 0.29699 0.26
C 3.91430 -2.62254 -2.67554 -0.04
H -5.28836 1.52956 1.75698 0.40
H -3.78965 3.74043 -1.97231 0.46
H 2.20564 2.40212 -6.55514 0.51
H -6.24970 1.13959 5.90655 0.41
H 2.74194 -0.90900 -4.22473 0.62
C -3.14184 0.90072 -0.22240 0.37
C -2.50532 3.90864 2.86641 -1.08
Ge -1.21344 2.50112 2.50126 0.46
N 0.21065 -0.40101 -2.41733 1.77
H -1.89240 -4.37161 -0.25874 0.32
C -3.33412 2.25571 -0.49408 0.26
C -0.20646 -0.14189 -1.18690 -0.25
C 1.94279 1.68752 -5.77382 -1.71
O 0.83959 -1.81806 6.00168 -0.68
H 3.59471 1.40264 -2.41610 1.18
Pt -0.76191 -1.42186 1.61450 3.92
H 3.23940 3.98144 -4.99585 0.52
H 0.99035 1.24119 -6.06482 0.36
S -2.50447 -2.99314 1.53401 0.45
H 3.00929 -2.96905 -3.16031 0.43
H -3.87216 -4.14539 3.05573 0.61
H -1.07177 1.96219 4.97339 0.41
C 6.23838 -1.74636 -1.44300 -0.96
C 5.79461 -3.04656 -1.25980 0.44
C 3.03692 -1.90130 1.38842 0.60
O -0.42785 -1.74179 3.90821 -0.52
C -0.40184 1.81985 4.12763 -0.53
H -6.85319 1.88078 3.62966 0.45
N -0.20013 -1.26809 -0.48461 -0.27
H -2.51081 -0.34696 4.45412 0.78
C 3.49822 -0.34553 -3.67490 -0.70
C 1.84661 2.43365 -4.43605 1.48
H -0.49270 0.83688 -0.84478 0.51
C 0.04935 2.86936 1.06366 -0.70
S 0.81251 -2.09372 4.60957 1.13
O 1.14679 -0.22225 2.03182 -1.14
Cl 6.70270 -4.12838 -0.25117 -0.22
H 2.52741 0.16360 -1.83675 -0.49
C -2.99477 -3.50823 3.16240 -0.93
C 4.33007 -1.30988 -2.86548 -0.40
H 0.61569 -0.08675 -4.38851 0.30
C 4.63972 -3.49573 -1.87716 -1.06
H 0.41316 -3.23772 -1.11119 0.53
H -0.26711 2.95002 -4.72766 0.36
C 0.25558 -2.20236 -1.36269 -1.02
C 2.84021 0.68287 -2.74522 -0.94
F 0.70787 -4.26711 3.15391 -0.18
C 3.14461 3.21905 -4.22195 -1.74
H 2.70340 0.90921 -5.77678 0.24
C -3.64228 2.68605 -1.77770 -0.83
H -0.14932 0.76695 4.03830 -0.19
H 3.15940 3.73875 -3.26032 0.30
H -4.08403 0.02187 6.31823 0.47
F 4.14674 -2.47291 1.80746 -0.24
O 1.15609 2.22432 -2.08642 -0.50
H 0.59824 4.05066 -3.65205 0.30
S 2.37215 -0.73960 2.65506 1.08
O -3.67741 -2.41700 0.84843 -0.69
C 5.50336 -0.88912 -2.24583 -0.09
H -1.29409 -5.02077 1.30187 0.33
C -3.46144 0.14467 4.27108 -0.30
H -2.88769 4.38244 1.96495 0.37

=====

Entry 4:
115
Properties=species:S:1:pos:R:3:mulliken_charge:R:1 method="wB97M-V/def2-TZVPD" lumo_energy_ev=0.5 de_lowest_kcal_mol=0.00 e_tot_ev=-91501.9176 homo_energy_ev=-7.27
H 3.05957 0.09099 -3.38759 0.24
H 5.20927 -1.63064 -1.59183 0.61
H 1.50493 3.19245 -4.72608 0.30
C -4.04125 -2.39311 3.19109 -1.27
H 0.60348 4.37243 -1.53458 0.18
H -0.69493 -3.94337 -1.70170 0.24
C -1.10894 -2.60408 2.64865 -0.09
H 2.27530 1.98502 -5.75445 0.47
H 0.96978 -5.37464 1.27642 0.30
H 4.47182 -4.07802 0.30486 0.22
H 2.73890 -4.05856 1.73319 0.36
H 2.57442 -5.64897 0.58911 0.37
H 2.47453 -0.44346 -4.96056 0.57
H 3.94927 -5.09252 -1.05059 0.37
H -4.48606 -2.36730 0.43099 0.68
H -1.95227 4.23117 1.79847 0.33
P 1.74520 -2.78469 -0.76549 1.05
H 1.19749 -6.58155 0.02201 0.48
H 1.60796 -4.92143 -1.67259 0.49
C 1.94920 -2.21324 0.98299 0.78
N -1.75226 -0.97346 -0.89736 1.16
C -2.17652 -0.29944 4.32370 -1.12
H 3.67417 -0.78469 -1.37192 -0.18
C -5.82098 0.00118 0.91493 -1.22
H 3.05842 -3.30624 4.02209 0.36
H -1.86546 1.83727 -4.03856 0.37
H 4.47072 -1.52395 0.00809 0.30
C 1.27907 1.11759 -4.04928 0.88
C 2.05479 2.25132 -4.71727 -1.73
C 2.15910 -0.12823 -3.96306 -1.37
H -4.17439 -3.19918 2.46813 0.33
H -1.13803 0.02899 4.35542 0.16
H 0.70552 4.54189 -3.29344 0.16
H -2.75468 -2.87737 -3.46024 0.48
H 2.48848 3.43532 -2.42751 0.45
C -0.35867 -4.62003 -0.92241 -1.53
Bi -0.85175 1.04180 0.56629 0.47
H -4.52501 -3.45418 -1.78653 0.41
C -3.72176 -2.14509 -0.29747 -0.63
N 1.15273 0.05053 0.37663 0.34
H 0.15284 1.57203 3.29331 0.86
H -1.04357 -2.98219 1.62915 -0.56
C 1.15903 -4.57221 -0.73131 0.70
H -5.93096 -0.50608 -0.04273 0.37
H -1.11968 6.34259 0.80155 0.48
F 1.37816 6.92698 0.46867 -0.40
H -4.78417 1.48495 3.43233 0.32
C -0.88328 4.39461 1.70566 -0.07
H -6.04292 -0.70901 1.71032 0.30
H 2.89925 5.02363 1.34341 0.48
H 2.51575 -0.94904 4.62820 0.41
C -2.66848 -0.35528 1.22872 1.80
H 3.60492 0.51247 1.34252 0.50
C -4.34746 1.99744 2.57384 -1.20
H -2.35520 -0.90076 5.21843 0.49
H -1.27378 -3.45594 3.31244 0.68
H 1.64899 -0.96154 -3.47348 0.04
C 1.80797 1.78550 -1.25238 0.66
H -5.04647 2.78412 2.27717 0.44
C -1.76586 -1.55351 -2.09294 -0.66
H -3.54282 1.36016 -1.28632 0.26
C 3.52917 -2.96307 -1.30714 0.43
C 2.46603 -3.04688 1.98087 -1.08
H 1.68038 0.57236 2.88930 0.19
C -2.76425 -2.43039 -2.47628 -0.79
C 2.65803 -2.62348 3.28420 -1.49
H 5.37142 -4.07031 -1.20557 0.46
H 5.17675 2.20355 0.63152 0.38
C -0.50657 2.09243 2.61069 -1.66
C 4.36564 -4.12378 -0.78081 -1.51
C 0.00374 3.41146 2.15281 -0.51
C 2.07889 0.98447 -0.10766 -0.27
H -3.29321 2.77610 -0.26031 0.15
C 1.84070 4.83947 1.46003 -0.71
H -0.87311 -4.35701 0.00209 0.23
H -0.74787 5.04744 -2.44008 0.48
C 4.25748 -1.64646 -1.05577 -1.24
C -0.58591 2.91035 -2.63323 2.66
H 3.01009 2.41827 -4.21988 0.33
C 3.91778 2.97972 -0.93036 -1.47
H -4.92082 2.30629 -0.72438 0.55
C 0.92668 5.78013 1.02880 0.40
H -3.43111 2.48411 2.90318 0.35
H -0.67449 -5.63302 -1.18599 0.58
H 2.08798 2.91615 2.33790 0.43
C -1.35948 2.80170 -3.94794 -1.87
C 1.37081 3.66286 2.01966 -0.05
H -3.89443 -2.86306 4.16719 0.42
H 0.41984 0.87836 -4.68837 0.66
H 3.42921 -3.08778 -2.39321 0.59
H -4.96678 -1.82035 3.24268 0.30
C -2.72183 -1.20933 -0.00694 -1.13
C 2.72158 2.78961 -1.59422 -0.67
C -3.74295 -2.74588 -1.54282 -1.16
H -0.94105 -1.29148 -2.74370 -0.09
C 1.63852 -0.88566 1.33525 -0.69
C 0.04040 4.29035 -2.46397 -1.52
H -2.12261 3.58188 -3.99304 0.48
P 0.43612 1.35852 -2.39967 0.19
C 1.86307 -0.46431 2.64911 0.71
H -6.58052 0.78657 0.95659 0.42
C -0.43302 5.58227 1.14688 -0.88
C 1.51485 -5.58997 0.35555 -1.95
H -1.48558 2.17377 3.07533 0.87
C 2.35535 -1.31362 3.62174 -1.40
Si -4.14865 0.84115 1.10507 1.01
H -0.14222 -2.16976 2.89732 -0.07
Si -2.50155 -1.36787 2.81628 0.37
H 4.59873 3.76302 -1.23467 0.38
C 4.22875 2.11917 0.11399 -1.09
H -0.71048 2.92516 -4.81643 0.32
C 3.32981 1.15519 0.51882 0.29
C -3.94302 1.91446 -0.43388 -1.07
H -1.33016 2.80496 -1.83595 -1.21
H -2.80958 0.58278 4.39026 0.30